1.
Formula: C11H18
Source: OMol25
Level of theory: ωB97M-V with the def2-TZVPD basis set

ORCA input file:
```
! wB97M-V def2-TZVPD RIJCOSX def2/J DEFGRID3
* xyz 0 1
C -0.5898 1.1551 1.8749
C -0.0957 2.4877 1.7532
C 1.2720 2.6980 1.6678
C 2.1791 1.6362 1.6893
C 1.7024 0.3191 1.8493
C 0.3180 0.1150 1.9418
C -0.5903 -1.0187 -1.2634
C -0.8823 -1.3413 0.3235
C -0.2624 0.5019 -1.5170
C -1.8835 -1.3267 -2.0396
C 0.6845 -1.8239 -1.7499
H -1.6424 0.9426 1.8482
H -0.8511 3.2543 1.7644
H 1.6656 3.6574 1.5829
H 3.2693 1.8461 1.5729
H 2.3176 -0.5677 1.7545
H 0.0338 -0.8966 2.0445
H 0.2494 -1.8226 0.8975
H -1.3305 -0.2888 0.6760
H -1.8307 -2.2686 0.3023
H 0.2741 0.6176 -2.5841
H -1.1460 0.9840 -1.1919
H 0.5361 0.6971 -0.7204
H -1.8684 -0.7390 -3.0296
H -2.4307 -0.5222 -1.5948
H -2.2038 -2.3258 -1.8484
H 0.5432 -2.7835 -1.7659
H 0.8155 -1.6188 -2.8475
H 1.7471 -1.5678 -1.3905
*
```

Calculated values
energy relative to the best compared isomer or geometry (same formula, charge and spin) = 125.07 kcal per mole
M = 150.3 Da
total energy = -429.74131 Ha
HOMO-LUMO gap = 9.75 eV

2.
Formula: C36H43BN2O3S
Source: OMol25
Level of theory: ωB97M-V with the def2-TZVPD basis set

ORCA input file:
```
! wB97M-V def2-TZVPD RIJCOSX def2/J DEFGRID3
* xyz 0 1
C -6.1674 -0.5267 3.0726
O -5.1024 -0.2871 2.1218
C -3.8174 -0.5987 2.4593
C -3.4143 -0.7659 3.8005
C -2.0514 -0.7786 4.0802
C -1.0833 -0.8972 3.0789
C 0.2637 -1.5611 3.3018
B 1.7774 -1.3879 2.7508
O 2.3051 -1.4154 1.4873
C 3.6605 -0.8850 1.5882
C 4.5801 -1.8544 0.8628
C 3.7029 0.4128 0.7970
C 3.9198 -0.7466 3.1582
C 4.8749 -1.7932 3.7211
C 4.3115 0.6387 3.6460
O 2.6410 -1.0114 3.7524
C 0.4652 -2.3662 4.5369
C -0.0004 -2.2823 5.8488
N 0.3603 -3.4226 6.5259
C -0.0149 -3.7727 7.8801
C 1.0912 -4.2580 5.6927
C 1.5554 -5.5437 5.9358
C 2.1748 -6.2110 4.8614
C 2.3298 -5.5747 3.6171
C 1.8047 -4.2926 3.3811
C 1.1955 -3.6163 4.4342
C -1.5195 -0.7473 1.7484
C -2.8538 -0.5844 1.4287
H -7.0778 -0.3966 2.4835
H -6.1249 -1.5412 3.4964
H -6.1267 0.2174 3.8821
H -4.1609 -0.8507 4.6013
H -1.7437 -0.7805 5.1187
H 0.2057 -2.3479 2.5044
H 5.6232 -1.5209 0.9341
H 4.5363 -2.8746 1.2610
H 4.3057 -1.8905 -0.1982
H 4.7228 0.8165 0.7881
H 3.4334 0.1873 -0.2406
H 3.0207 1.1805 1.1749
H 5.8819 -1.6899 3.2973
H 4.9587 -1.6502 4.8030
H 4.5000 -2.8122 3.5507
H 5.2973 0.9257 3.2678
H 3.5706 1.3982 3.3606
H 4.3690 0.6295 4.7391
H -0.5022 -1.4789 6.3789
H 0.7658 -4.4049 8.3160
H -0.1283 -2.8576 8.4693
H -0.9690 -4.3202 7.9143
H 1.4085 -6.0008 6.9138
H 2.5284 -7.2384 4.9856
H 2.8618 -6.0882 2.8092
H 1.8431 -3.8451 2.3849
H -0.7803 -0.7743 0.9491
H -3.1978 -0.4180 0.4050
C 3.8362 5.8522 3.1201
C 2.7845 4.9217 3.5982
C 2.6077 4.3779 4.8650
C 1.4622 3.5330 4.9606
C 0.7651 3.4027 3.7648
C -0.5356 2.8735 3.5151
C -1.4297 2.6729 4.5904
C -2.7855 2.6012 4.3401
C -3.2601 2.6727 3.0059
N -4.5910 2.8348 2.7636
C -5.1159 2.8383 1.4150
C -5.5346 3.1085 3.8318
C -2.3366 2.6160 1.9285
C -0.9929 2.7197 2.1863
S 1.5699 4.3601 2.5136
H 4.2643 6.4028 3.9604
H 4.6427 5.3180 2.5995
H 3.3995 6.5673 2.4099
H 3.2900 4.6005 5.6810
H 1.1414 3.0374 5.8712
H -1.0513 2.6883 5.6109
H -3.4929 2.4913 5.1586
H -5.0792 1.8350 0.9701
H -6.1536 3.1795 1.4598
H -4.5370 3.5200 0.7821
H -5.0732 3.7446 4.6006
H -6.3990 3.6367 3.4091
H -5.8923 2.1824 4.3113
H -2.7052 2.4989 0.9067
H -0.2843 2.7300 1.3550
*
```

Calculated values
SMILES string = COc1ccc([C@@H](B2OC(C)(C)C(C)(C)O2)c2cn(C)c3ccccc23)cc1.Cc1ccc(-c2ccc(N(C)C)cc2)s1
energy relative to the best compared isomer or geometry (same formula, charge and spin) = 0.00 kcal per mole
M = 594.6 Da
total energy = -2155.90877 Ha
HOMO-LUMO gap = 7.18 eV